1.
One molecule with the formula C5H7NO. Source: the OMol25 dataset; level of theory: ωB97M-V/def2-TZVPD.

Properties
energy above the lowest of the compared OMol25 structures with the same formula, charge and spin = 3.318 eV
highest occupied orbital energy = -7.66 eV
total charge = 0

Each line ends with the Mulliken charge.
Geometry (Å):
H  -1.0639  -0.8327  1.5855  0.29
C  -0.8095  -0.1041  0.7393  -0.27
H  1.6002  -0.2033  1.6864  0.33
H  1.5542  -2.2487  1.4551  0.18
C  -1.3553  1.2382  -0.8666  -0.20
H  -1.5884  2.0067  -1.7207  0.32
O  -0.1509  0.5468  -1.2198  -0.36
H  2.0453  -0.8031  -1.0818  0.30
C  -1.8059  0.9111  0.3227  -0.60
N  1.3522  -0.8514  -0.1217  -0.28
C  1.9794  -1.1821  1.1247  -0.76
H  3.1252  -1.4749  1.1678  0.28
H  -2.5487  1.4664  0.8749  0.37
C  0.0943  -0.2505  -0.2129  0.41

2.
One molecule with the formula C5H7NO. Source: the OMol25 dataset; level of theory: ωB97M-V/def2-TZVPD.

Properties
energy above the lowest of the compared OMol25 structures with the same formula, charge and spin = 0.642 eV
highest occupied orbital energy = -7.69 eV
total charge = 0

Each line ends with the Mulliken charge.
Geometry (Å):
H  2.6234  0.6733  -0.6132  0.36
C  0.0720  -1.3905  -0.1949  -0.30
C  1.3813  -1.2102  -0.5481  -0.59
H  -1.7972  0.6091  1.5509  0.30
H  -0.5406  -2.2802  -0.1457  0.33
N  -0.4624  -0.1583  0.1263  0.15
C  -1.8091  0.1187  0.5731  -0.84
H  -2.3475  -0.8274  0.6575  0.30
H  0.7893  2.6493  -0.2091  0.33
C  1.6751  0.1832  -0.4347  -0.58
H  2.0685  -1.9882  -0.8534  0.39
H  -2.3332  0.7669  -0.1357  0.28
O  0.1696  2.0717  0.2509  -0.52
C  0.5109  0.7826  -0.0239  0.39

| no. | maximum force (hartree/bohr) | frontier orbital gap (eV) | E (Eh) |
| --- | --- | --- | --- |
| 1 | 0.1284 | 8.657 | -324.6025 |
| 2 | 0.0056 | 8.476 | -324.7009 |